Molecular formula: C56H131CdN8O23
Method: DFT, the ωB97M-V functional and the def2-TZVPD basis

Each line ends with the Löwdin charge.
Cartesian coordinates (Å):
Cd (-19.4102, 7.6541, -18.9086)  0.410
C (-25.2355, 9.0708, -20.3931)  0.064
C (-26.4020, 8.7037, -19.9455)  -0.360
C (-26.6441, 7.6660, -18.8798)  -0.308
O (-27.8062, 7.3451, -18.3598)  -0.004
C (-25.6302, 7.0101, -18.2404)  0.092
C (-24.2762, 7.3676, -18.6488)  -0.249
C (-24.0551, 8.4356, -19.8547)  -0.291
O (-22.8946, 8.6330, -20.2437)  0.011
O (-23.1636, 6.8774, -18.2505)  -0.023
O (-27.3598, 9.2432, -20.6286)  0.021
H (-25.0998, 9.7921, -21.1853)  0.140
H (-25.7775, 6.2784, -17.4599)  0.131
C (-21.7874, 11.0866, -15.0460)  -0.123
C (-20.2807, 11.2356, -15.1618)  -0.465
O (-19.7202, 10.4752, -16.2136)  -0.281
H (-22.1084, 10.1055, -14.6959)  0.065
H (-22.3061, 11.4063, -15.9498)  0.064
H (-22.0463, 11.7816, -14.2473)  0.052
H (-19.9002, 11.0638, -14.1549)  0.080
H (-19.9554, 12.2617, -15.3332)  0.093
O (-16.5674, 8.8570, -20.5457)  -0.160
H (-15.6702, 8.8398, -20.2126)  0.027
H (-16.6321, 9.6868, -21.0185)  0.008
O (-14.6248, 9.6013, -16.1527)  -0.059
H (-14.4655, 10.0554, -15.3253)  0.024
H (-15.5085, 9.8677, -16.4064)  0.031
C (-17.1526, 7.0535, -9.4837)  -0.097
O (-17.8856, 6.9943, -8.2567)  -0.196
C (-18.0030, 8.2154, -7.5853)  -0.224
C (-18.4850, 7.8433, -6.1538)  -0.172
N (-18.1440, 8.9349, -5.1851)  -0.081
C (-18.6734, 8.5938, -3.8528)  -0.187
C (-17.7597, 7.5204, -3.2321)  -0.244
O (-16.4211, 7.9836, -3.2676)  -0.205
C (-15.5599, 7.4004, -2.2529)  -0.080
H (-16.5919, 6.1257, -9.5974)  0.087
H (-16.3717, 7.8118, -9.4252)  0.073
H (-17.7020, 7.3807, -10.3664)  0.088
H (-18.5712, 8.9960, -8.0912)  0.125
H (-16.9822, 8.5872, -7.4973)  0.108
H (-18.0714, 6.9008, -5.7952)  0.104
H (-19.5729, 7.7775, -6.1666)  0.112
H (-17.1517, 9.1230, -5.1796)  0.093
H (-19.7140, 8.2692, -3.8543)  0.118
H (-18.4550, 9.5765, -3.4348)  0.113
H (-17.8703, 6.5454, -3.7066)  0.112
H (-18.0787, 7.3949, -2.1974)  0.111
H (-14.5140, 7.4951, -2.5450)  0.085
H (-15.7284, 6.3269, -2.1666)  0.078
H (-15.8193, 7.8003, -1.2727)  0.083
C (-12.9687, 14.0510, -12.8674)  -0.100
O (-12.5918, 12.7803, -12.3465)  -0.197
C (-12.1559, 12.7720, -10.9801)  -0.188
C (-10.9010, 13.6542, -10.6612)  -0.210
N (-9.8567, 13.1978, -11.5700)  -0.063
C (-8.5720, 13.9059, -11.4426)  -0.172
C (-8.6812, 15.3640, -11.9810)  -0.263
O (-8.8213, 15.3805, -13.3765)  -0.184
C (-8.9023, 16.7378, -13.8637)  -0.092
H (-13.7213, 14.3971, -12.1589)  0.083
H (-13.5158, 13.9866, -13.8080)  0.092
H (-12.2010, 14.8246, -12.8802)  0.073
H (-11.8374, 11.7801, -10.6594)  0.120
H (-13.0118, 13.1577, -10.4262)  0.111
H (-10.6471, 13.6853, -9.6016)  0.122
H (-11.1104, 14.6614, -11.0215)  0.084
H (-10.2234, 13.4301, -12.4820)  0.090
H (-7.7482, 13.4769, -12.0131)  0.111
H (-8.2222, 13.8891, -10.4104)  0.112
H (-7.7592, 15.9178, -11.8040)  0.108
H (-9.3748, 15.9732, -11.4016)  0.110
H (-8.7093, 16.7052, -14.9360)  0.086
H (-8.1287, 17.4151, -13.5019)  0.081
H (-9.8904, 17.1493, -13.6580)  0.086
C (-19.4643, 20.1861, -10.0292)  -0.101
O (-19.1648, 19.3452, -11.1726)  -0.182
C (-20.3263, 19.1886, -12.0062)  -0.249
C (-20.0934, 18.3038, -13.1868)  -0.216
N (-19.5876, 19.1696, -14.2545)  -0.062
C (-19.0492, 18.4755, -15.4536)  -0.206
C (-18.9078, 19.4982, -16.5492)  -0.232
O (-17.8100, 20.4414, -16.4091)  -0.192
C (-17.5699, 21.0339, -17.6962)  -0.114
H (-20.1614, 19.7045, -9.3436)  0.080
H (-19.7218, 21.2182, -10.2674)  0.086
H (-18.5730, 20.1336, -9.4039)  0.079
H (-20.6673, 20.1622, -12.3585)  0.121
H (-21.1736, 18.7284, -11.4979)  0.116
H (-21.0134, 17.8192, -13.5136)  0.122
H (-19.3797, 17.5230, -12.9240)  0.122
H (-18.8366, 19.7511, -13.9111)  0.107
H (-19.7227, 17.6770, -15.7648)  0.123
H (-18.0940, 17.9700, -15.3114)  0.118
H (-19.8842, 19.9217, -16.7845)  0.126
H (-18.5375, 18.8541, -17.3468)  0.110
H (-16.9580, 21.9310, -17.6012)  0.082
H (-18.4961, 21.3254, -18.1915)  0.081
H (-17.0464, 20.3018, -18.3111)  0.083
C (-29.9500, 13.8577, -17.0199)  -0.150
O (-29.9944, 13.1737, -15.8138)  -0.176
C (-29.1016, 12.0648, -15.9025)  -0.203
C (-29.4946, 11.1281, -14.7026)  -0.186
N (-30.7009, 10.3363, -14.9894)  -0.057
C (-31.1374, 9.5231, -13.8777)  -0.239
C (-32.2022, 8.5230, -14.2988)  -0.233
O (-33.4477, 9.1070, -14.7176)  -0.190
C (-34.4907, 8.0735, -14.7800)  -0.093
H (-30.2817, 13.2858, -17.8865)  0.084
H (-28.9099, 14.0240, -17.3004)  0.081
H (-30.5499, 14.7649, -16.9483)  0.089
H (-28.0623, 12.3598, -15.7577)  0.118
H (-29.1787, 11.4799, -16.8190)  0.122
H (-29.4612, 11.6604, -13.7520)  0.118
H (-28.6973, 10.3934, -14.5910)  0.105
H (-30.4849, 9.5863, -15.6306)  0.108
H (-31.5880, 10.1177, -13.0830)  0.122
H (-30.3152, 8.9376, -13.4663)  0.115
H (-32.4393, 7.9397, -13.4091)  0.111
H (-31.8579, 7.8662, -15.0977)  0.122
H (-34.1969, 7.2316, -15.4069)  0.081
H (-35.4472, 8.4800, -15.1085)  0.079
H (-34.7174, 7.6950, -13.7833)  0.073
C (-14.3966, 15.0120, -19.9340)  -0.084
O (-15.1698, 14.5155, -21.0906)  -0.185
C (-16.1494, 13.5509, -20.6881)  -0.228
C (-17.1604, 13.1707, -21.8014)  -0.222
N (-16.5282, 12.4598, -22.8624)  -0.072
C (-17.4923, 12.0723, -23.8845)  -0.205
C (-16.7878, 11.5510, -25.1493)  -0.209
O (-15.8648, 12.5406, -25.5883)  -0.215
C (-15.6199, 12.5645, -27.0375)  -0.068
H (-13.6513, 15.7313, -20.2736)  0.078
H (-13.8094, 14.2575, -19.4105)  0.078
H (-15.0246, 15.4629, -19.1656)  0.077
H (-16.6997, 13.8739, -19.8044)  0.112
H (-15.6786, 12.6411, -20.3157)  0.111
H (-17.5582, 14.1447, -22.0863)  0.115
H (-17.9754, 12.5668, -21.4023)  0.126
H (-15.9160, 13.0445, -23.4132)  0.100
H (-18.1269, 12.9434, -24.0478)  0.111
H (-18.1073, 11.3004, -23.4217)  0.118
H (-17.4986, 11.4610, -25.9708)  0.108
H (-16.3799, 10.5504, -25.0060)  0.121
H (-14.9298, 13.3934, -27.1949)  0.082
H (-16.5426, 12.8364, -27.5502)  0.079
H (-15.2244, 11.6271, -27.4284)  0.083
C (-23.0576, 4.1940, -6.1422)  -0.084
O (-22.4072, 4.0043, -7.3973)  -0.207
C (-22.7559, 2.8761, -8.1162)  -0.244
C (-22.3654, 2.8592, -9.6487)  -0.176
N (-23.2397, 3.5782, -10.5900)  -0.047
C (-23.2078, 4.9895, -10.2875)  -0.241
C (-24.2908, 5.7201, -11.0309)  -0.219
O (-25.5768, 5.3038, -10.6256)  -0.199
C (-26.0255, 5.6325, -9.3058)  -0.089
H (-24.1114, 4.3311, -6.3845)  0.076
H (-22.6640, 5.0778, -5.6402)  0.088
H (-22.9557, 3.3066, -5.5175)  0.084
H (-23.8212, 2.6553, -8.0496)  0.113
H (-22.2747, 1.9926, -7.6967)  0.110
H (-22.3903, 1.8015, -9.9108)  0.107
H (-21.3524, 3.2308, -9.8030)  0.117
H (-24.1710, 3.2297, -10.4129)  0.098
H (-22.2002, 5.3005, -10.5636)  0.129
H (-23.2915, 5.3055, -9.2477)  0.102
H (-24.1605, 5.5947, -12.1058)  0.127
H (-24.2959, 6.8059, -10.9355)  0.119
H (-25.9041, 6.6978, -9.1096)  0.087
H (-25.5168, 4.9394, -8.6358)  0.069
H (-27.0947, 5.5303, -9.1203)  0.081
C (-15.0194, 12.6789, -4.2204)  -0.159
O (-16.0840, 12.8704, -5.0645)  -0.170
C (-16.6773, 14.1490, -4.8918)  -0.210
C (-17.5068, 14.4667, -6.1789)  -0.208
N (-18.8378, 13.8850, -6.0368)  -0.052
C (-19.5099, 13.9354, -7.3367)  -0.228
C (-20.9088, 13.3041, -7.3885)  -0.248
O (-21.5061, 13.5386, -8.6610)  -0.191
C (-22.9930, 13.4266, -8.6368)  -0.063
H (-15.2641, 12.7660, -3.1618)  0.088
H (-14.1766, 13.3320, -4.4467)  0.084
H (-14.5324, 11.7114, -4.3428)  0.085
H (-16.0222, 15.0029, -4.7194)  0.111
H (-17.2646, 14.1918, -3.9745)  0.118
H (-16.9321, 14.2036, -7.0670)  0.113
H (-17.5568, 15.5299, -6.4139)  0.110
H (-18.8014, 12.9209, -5.7382)  0.109
H (-19.0311, 13.3997, -8.1565)  0.117
H (-19.5722, 14.9793, -7.6440)  0.121
H (-21.4137, 13.8262, -6.5757)  0.111
H (-20.8959, 12.2474, -7.1212)  0.120
H (-23.4636, 14.0097, -7.8452)  0.078
H (-23.2963, 12.3796, -8.6423)  0.079
H (-23.3616, 13.8238, -9.5826)  0.078
C (-22.1526, 15.5624, -22.0326)  -0.073
O (-21.3241, 16.6081, -22.6323)  -0.191
C (-21.4872, 16.6312, -23.9776)  -0.272
C (-20.3476, 17.6123, -24.4944)  -0.189
N (-20.1290, 17.4022, -25.9188)  -0.066
C (-19.6301, 18.7091, -26.4892)  -0.189
C (-19.2719, 18.5144, -27.9514)  -0.273
O (-17.9811, 18.0531, -28.0698)  -0.204
C (-17.4649, 17.8710, -29.3821)  -0.094
H (-23.2197, 15.5710, -22.2549)  0.084
H (-22.0464, 15.5582, -20.9478)  0.084
H (-21.7837, 14.5829, -22.3369)  0.081
H (-22.4852, 16.8981, -24.3250)  0.120
H (-21.2024, 15.6466, -24.3487)  0.111
H (-19.4470, 17.2236, -24.0189)  0.114
H (-20.5099, 18.6367, -24.1591)  0.117
H (-19.4956, 16.6787, -26.2278)  0.106
H (-18.6919, 18.9864, -26.0086)  0.118
H (-20.3780, 19.4975, -26.4044)  0.116
H (-19.2920, 19.5418, -28.3148)  0.116
H (-19.9158, 17.8386, -28.5142)  0.127
H (-18.0405, 17.1431, -29.9539)  0.083
H (-16.4594, 17.4962, -29.1905)  0.089
H (-17.4252, 18.8034, -29.9452)  0.083

Kohn-Sham gap = 0.075 hartree
E_HOMO = -4.2 eV
ΔE to the lowest compared entry with this formula, charge and spin = 355.9 kcal per mole
total charge = -1
total energy = -123750.1642 eV
LUMO energy = -2.10 eV